Entry 1:
Entry from OMol25: a cluster of 3 separate species, C4H15N2O4 in total (ωB97M-V/def2-TZVPD).

Geometry as XYZ:
```
25
C4H15N2O4 ωB97M-V/def2-TZVPD
N -1.276 -0.512 -1.902
C 0.062 -0.502 -1.294
C 0.037 0.677 -0.319
N 0.749 0.671 0.804
C 1.527 -0.421 1.347
C 0.737 -1.481 2.173
O -0.594 -1.091 2.514
O -0.644 1.634 -0.676
H -1.957 -0.808 -1.158
H -1.442 -1.148 -2.674
H -1.618 0.459 -1.989
H 0.243 -1.464 -0.822
H 0.885 -0.300 -1.968
H 0.722 1.470 1.419
H 2.062 -1.002 0.597
H 2.265 -0.009 1.988
H 1.322 -1.723 3.058
H 0.570 -2.362 1.573
H -0.607 -0.543 3.306
H 2.775 1.812 -2.238
H 1.392 2.113 -2.884
O 2.069 1.440 -2.770
H -1.816 -0.689 1.221
H -2.711 0.506 0.924
O -2.368 -0.296 0.515
```

Its spin multiplicity is 1. For the relative energy (zero: lowest compared OMol25 entry of this formula, charge and spin), the calculation gives 16.8 kcal per mole. As for the net charge: +1. As for the total energy: -15555.6272 eV.

***

Entry 2:
Entry from OMol25: a structure of composition C9H10Cl3IrNO2 (ωB97M-V/def2-TZVPD).

Geometry as XYZ:
```
26
C9H10Cl3IrNO2 ωB97M-V/def2-TZVPD
C 0.384 -2.554 0.678
C -0.697 -2.132 1.531
C -0.251 -1.018 2.313
C 1.119 -0.761 1.971
C 1.525 -1.722 0.981
Ir -0.106 -0.541 0.128
N 0.261 -0.575 -1.723
C -1.067 -0.764 -2.212
C -1.839 -0.765 -0.872
H -0.829 -0.496 3.085
H -1.689 -2.595 1.579
H 1.771 -0.019 2.441
H 2.529 -1.823 0.555
H 0.380 -3.419 0.006
H -2.381 -1.705 -0.773
H -1.404 0.040 -2.891
H 1.038 -0.567 -2.385
H -2.569 0.045 -0.860
H -1.114 -1.746 -2.710
Cl 2.041 4.791 0.459
C 0.687 3.906 -0.257
Cl -0.861 4.510 0.398
Cl 0.714 4.063 -2.036
C 0.797 2.313 0.120
O 1.758 1.922 0.784
O -0.198 1.610 -0.311
```

Its spin multiplicity is 6. For the relative energy (zero: lowest compared OMol25 entry of this formula, charge and spin), the calculation gives 13.8 kcal per mole. As for the expectation value of S²: 8.7643. As for the total energy: -55477.3647 eV.

***

Entry 3:
Entry from OMol25: a structure of composition C14H17F (ωB97M-V/def2-TZVPD).

Geometry as XYZ:
```
32
C14H17F ωB97M-V/def2-TZVPD
C -1.775 -0.167 0.192
C -0.617 1.835 -0.060
C -2.244 0.287 1.469
C -1.143 2.323 1.071
C -1.000 0.595 -0.613
C -1.969 1.551 1.871
C -0.233 -1.346 -2.116
C 0.930 0.406 -2.493
C -0.517 0.088 -1.878
C 1.175 -0.983 -1.870
C -2.520 2.035 3.224
C 3.377 -1.424 -0.751
C 1.128 -1.994 0.399
C 1.875 -1.126 -0.533
F 1.755 0.238 0.039
H -2.191 -1.131 -0.048
H -0.081 2.584 -0.599
H -2.801 -0.363 2.127
H -0.748 3.269 1.391
H -0.678 -2.297 -1.751
H -0.235 -1.652 -3.206
H 0.714 0.308 -3.610
H 1.558 1.340 -2.171
H -2.128 1.659 4.100
H -2.477 3.159 3.210
H -3.637 1.779 3.287
H 4.036 -0.691 -0.146
H 3.543 -1.130 -1.927
H 3.758 -2.424 -0.538
H 1.415 -3.095 0.107
H 1.620 -1.811 1.418
H 0.114 -1.823 0.407
```

Its spin multiplicity is 3. As for the expectation value of S²: 2.0288. As for the total energy: -17505.2806 eV.

***

Entry 4:
Entry from OMol25: the molecule C2H5N3O3 (ωB97M-V/def2-TZVPD).

Geometry as XYZ:
```
13
C2H5N3O3 ωB97M-V/def2-TZVPD
C -0.655 0.126 0.076
C 2.104 0.347 0.077
N -0.922 1.492 0.117
N 0.531 -0.363 0.214
N -1.831 -0.664 0.040
O 2.830 -0.563 -0.001
O 1.952 1.515 0.021
O 0.567 -1.776 0.012
H -0.109 2.245 0.201
H -1.935 1.613 -0.186
H -2.520 -0.465 -0.704
H -1.530 -1.568 -0.012
H 1.517 -1.938 0.145
```

Its spin multiplicity is 1. For the relative energy (zero: lowest compared OMol25 entry of this formula, charge and spin), the calculation gives 22.2 kcal per mole. As for the total energy: -12766.6385 eV.

***

Entry 5:
Entry from OMol25: a cluster of 2 separate species, C11H15N in total (ωB97M-V/def2-TZVPD).

Geometry as XYZ:
```
27
C11H15N ωB97M-V/def2-TZVPD
C -1.065 1.961 -1.584
C -1.619 0.750 -0.807
C -2.812 0.375 -0.275
N -2.743 -0.919 0.317
C -1.355 -1.163 0.405
C -0.675 -2.077 1.178
C 0.695 -2.197 0.919
C 1.391 -1.619 -0.136
C 0.641 -0.622 -0.800
C -0.692 -0.389 -0.598
H -0.483 2.538 -0.898
H -1.948 2.655 -1.889
H -0.421 1.765 -2.446
H -3.689 0.942 -0.287
H -3.434 -1.189 1.043
H -1.086 -2.747 1.938
H 1.216 -2.990 1.649
H 2.482 -1.740 -0.487
H 1.187 -0.157 -1.705
C 2.534 1.856 0.851
C 3.970 2.274 0.366
H 2.257 0.736 0.634
H 2.537 2.328 1.876
H 1.710 2.317 0.368
H 4.736 1.530 0.801
H 4.105 3.312 0.755
H 3.956 2.239 -0.672
```

Its spin multiplicity is 1. For the relative energy (zero: lowest compared OMol25 entry of this formula, charge and spin), the calculation gives 54.1 kcal per mole. Its SMILES is Cc1c[nH]c2ccccc12.CC. As for the total energy: -13138.4451 eV.

***

Entry 6:
Entry from OMol25: a structure of composition C3H2CdFO2 (ωB97M-V/def2-TZVPD).

Geometry as XYZ:
```
9
C3H2CdFO2 ωB97M-V/def2-TZVPD
H 1.294 -2.784 -0.029
F -0.784 1.030 -1.352
O -0.628 1.836 0.662
O 0.754 -2.466 -0.780
C -0.400 0.896 -0.100
C 0.252 -0.313 0.243
C 0.200 -1.338 -0.643
H 0.610 -0.448 1.267
Cd -1.296 3.586 0.732
```

Its spin multiplicity is 2. As for the net charge: +2. As for the expectation value of S²: 0.7560. As for the total energy: -14496.2854 eV.

***

Entry 7:
Entry from OMol25: a structure of composition C23H16BrMgN6O2S (ωB97M-V/def2-TZVPD).

Geometry as XYZ:
```
50
C23H16BrMgN6O2S ωB97M-V/def2-TZVPD
Mg 2.495 1.942 -0.305
N 5.190 5.281 -1.113
C 4.172 4.411 -1.003
S 4.487 2.800 -1.546
N 2.945 4.919 -0.594
N 1.910 4.017 -0.532
C 0.772 4.615 -0.177
C -0.475 3.937 -0.013
C -1.632 4.703 -0.195
C -2.893 4.060 -0.178
C -2.961 2.639 -0.180
C -1.821 1.873 -0.123
C -0.543 2.446 -0.084
O 0.490 1.717 -0.161
H 6.138 5.038 -1.476
H 5.205 6.177 -0.679
H 0.815 5.649 0.058
H -1.622 5.766 -0.357
H -3.781 4.672 -0.059
H -3.920 2.093 -0.165
H -1.866 0.785 -0.248
Br -6.506 -5.825 -0.147
C -4.763 -5.346 0.191
C -4.242 -4.834 1.410
C -3.024 -4.216 1.423
C -2.206 -4.094 0.237
C -2.759 -4.595 -0.996
C -3.941 -5.332 -0.966
N -1.002 -3.459 0.168
N -0.482 -3.040 1.300
C 0.577 -2.185 1.344
C 0.840 -1.640 2.681
C 1.758 -0.635 2.796
C 2.244 0.036 1.592
O 2.686 1.288 1.630
C 2.207 -0.679 0.364
N 2.820 -0.149 -0.673
C 2.874 -0.820 -1.840
C 2.108 -1.953 -2.084
C 1.311 -2.432 -1.058
C 1.415 -1.849 0.220
H -4.855 -4.994 2.317
H -2.500 -3.872 2.331
H -2.103 -4.392 -1.810
H -4.237 -5.854 -1.910
H 0.238 -2.025 3.466
H 2.083 -0.328 3.797
H 3.609 -0.487 -2.566
H 2.106 -2.457 -3.007
H 0.640 -3.372 -1.081
```

Its spin multiplicity is 1. For the relative energy (zero: lowest compared OMol25 entry of this formula, charge and spin), the calculation gives 0.0 kcal per mole. As for the net charge: -1. As for the total energy: -123471.8756 eV.

***

Entry 8:
Entry from OMol25: a cluster of 2 separate species, C9H12N3O in total (ωB97M-V/def2-TZVPD).

Geometry as XYZ:
```
25
C9H12N3O ωB97M-V/def2-TZVPD
C -2.148 -2.606 1.333
C -2.271 -1.372 1.895
C -1.027 -3.005 0.607
C -1.436 -0.325 1.396
C -0.157 -2.006 0.218
C -0.299 -0.674 0.633
C 1.569 2.397 -0.810
C 1.328 3.721 -0.306
C 0.740 1.526 -0.008
N 0.162 2.326 0.963
N 0.456 0.245 -0.110
N 1.468 -0.667 -2.339
O 0.506 3.694 0.699
H -2.800 -3.357 1.688
H -3.051 -1.161 2.597
H -0.798 -4.018 0.403
H -1.682 0.642 1.769
H 0.642 -2.091 -0.452
H 2.276 2.000 -1.555
H 1.841 4.608 -0.741
H -0.784 2.114 1.279
H 0.947 -0.143 -1.118
H 0.880 0.033 -2.791
H 1.276 -1.632 -2.605
H 2.361 -0.249 -2.645
```

Its spin multiplicity is 1. For the relative energy (zero: lowest compared OMol25 entry of this formula, charge and spin), the calculation gives 78.6 kcal per mole. As for the net charge: +1. As for the total energy: -16036.2346 eV.

***

Entry 9:
Entry from OMol25: the molecule C2H5NO2 (ωB97M-V/def2-TZVPD).

Geometry as XYZ:
```
10
C2H5NO2 ωB97M-V/def2-TZVPD
N 1.139 -1.290 0.900
C -0.216 -0.663 0.773
C -0.431 0.357 -0.333
O -1.381 0.439 -1.032
O 0.596 1.281 -0.354
H 1.917 -0.839 0.429
H 1.089 -2.256 0.629
H -0.516 -0.104 1.736
H -1.023 -1.483 0.684
H 0.719 1.777 -1.337
```

Its spin multiplicity is 1. For the relative energy (zero: lowest compared OMol25 entry of this formula, charge and spin), the calculation gives 25.5 kcal per mole. Its SMILES is NCC(=O)O. As for the total energy: -7739.6468 eV.

***

Entry 10:
Entry from OMol25: a cluster of 2 separate species, C5H11NO2 in total (ωB97M-V/def2-TZVPD).

Geometry as XYZ:
```
19
C5H11NO2 ωB97M-V/def2-TZVPD
O -1.464 0.805 -1.476
C -1.819 -0.061 -0.513
O 3.038 0.056 -0.478
C -2.822 0.008 0.501
C -0.854 -1.255 -0.443
C 0.530 -0.733 -0.453
C 0.735 1.347 0.768
N 0.980 -0.180 0.764
H 4.000 0.053 -0.123
H -2.954 -0.700 1.185
H -3.244 0.971 0.423
H -1.042 -1.906 -1.337
H -1.083 -1.778 0.524
H 0.509 0.061 -1.154
H 1.232 -1.537 -0.859
H 1.079 1.761 1.697
H -0.320 1.529 0.368
H 1.437 1.709 0.003
H 2.062 -0.150 0.605
```

Its spin multiplicity is 1. For the relative energy (zero: lowest compared OMol25 entry of this formula, charge and spin), the calculation gives 216.9 kcal per mole. As for the total energy: -10939.8627 eV.

***

Entry 11:
Entry from OMol25: a structure of composition C56H43LaN8O4PS (ωB97M-V/def2-TZVPD).

Geometry as XYZ:
```
114
C56H43LaN8O4PS ωB97M-V/def2-TZVPD
La -0.554 -0.560 -0.679
C -0.040 -5.294 1.355
C -1.402 -5.589 1.470
C -2.314 -4.534 1.458
C -1.835 -3.205 1.442
N -0.529 -2.909 1.208
C 0.352 -3.965 1.221
C -2.775 -2.118 1.762
C -3.863 -2.391 2.597
C -4.915 -1.496 2.603
C -4.773 -0.276 1.990
C -3.563 0.011 1.313
N -2.560 -0.901 1.197
C -3.437 1.331 0.715
C -4.627 2.067 0.376
C -4.537 3.431 0.256
C -3.283 4.050 0.403
C -2.151 3.245 0.551
N -2.236 1.933 0.669
H 0.694 -6.087 1.259
H -1.787 -6.591 1.554
H -3.397 -4.704 1.490
H 1.400 -3.685 1.102
H -3.931 -3.349 3.101
H -5.848 -1.708 3.098
H -5.538 0.495 1.989
H -5.557 1.529 0.269
H -5.448 4.031 0.061
H -3.153 5.117 0.306
H -1.144 3.641 0.649
O -0.697 1.565 -1.650
N 0.176 2.492 -1.848
N 1.321 2.266 -1.183
O 1.571 1.187 -0.484
C 2.218 3.357 -1.302
C 1.763 4.600 -1.818
C 2.669 5.637 -1.912
C 4.043 5.457 -1.638
C 4.445 4.192 -1.166
C 3.553 3.158 -0.991
H 0.743 4.735 -2.244
H 2.347 6.602 -2.260
H 4.777 6.238 -1.820
H 5.490 4.015 -0.969
H 3.848 2.186 -0.591
C -0.262 -1.060 6.822
C -0.264 -1.935 5.762
C 0.138 -1.507 4.500
C 0.681 -0.229 4.329
C 0.770 0.637 5.440
C 0.310 0.216 6.671
P 1.028 0.234 2.570
C 1.524 1.992 2.832
C 2.734 2.532 2.406
C 2.910 3.914 2.454
C 1.907 4.745 2.952
C 0.746 4.181 3.490
C 0.505 2.821 3.373
C 2.608 -0.603 2.326
C 3.572 -0.481 3.319
C 4.803 -1.153 3.217
C 5.068 -1.955 2.121
C 4.102 -2.103 1.116
C 4.434 -2.875 -0.007
C 3.670 -2.820 -1.133
C 2.484 -2.053 -1.133
C 1.998 -1.397 -0.022
C 2.853 -1.385 1.147
H -0.649 -1.348 7.793
H -0.663 -2.928 5.863
H 0.063 -2.156 3.629
H 1.214 1.633 5.324
H 0.404 0.890 7.512
H 3.519 1.889 2.028
H 3.852 4.320 2.074
H 2.037 5.834 2.932
H -0.003 4.805 3.966
H -0.426 2.328 3.705
H 3.395 0.179 4.162
H 5.520 -1.086 4.009
H 5.994 -2.484 2.081
H 5.329 -3.472 0.072
H 3.880 -3.398 -2.005
H 1.967 -2.076 -2.076
C 0.971 1.371 -6.794
C -0.437 1.019 -6.363
C -1.237 1.999 -5.767
C -2.285 1.670 -4.899
C -2.544 0.323 -4.776
C -2.049 -0.634 -5.676
C -0.960 -0.287 -6.453
S -3.398 -0.336 -3.361
O -3.712 0.754 -2.442
O -4.403 -1.318 -3.789
N -2.195 -1.111 -2.548
C -1.931 -2.435 -2.614
C -2.772 -3.460 -3.170
C -2.365 -4.774 -3.144
C -1.147 -5.103 -2.581
C -0.353 -4.073 -2.081
N -0.779 -2.804 -2.036
H 1.680 0.803 -6.175
H 1.109 2.455 -6.684
H 1.132 1.115 -7.825
H -0.911 3.030 -5.895
H -2.860 2.394 -4.326
H -2.500 -1.631 -5.669
H -0.510 -1.055 -7.057
H -3.664 -3.154 -3.711
H -3.014 -5.534 -3.550
H -0.797 -6.120 -2.600
H 0.632 -4.296 -1.698
N 1.307 -0.382 -3.923
C 0.725 -0.280 -2.931
```

Its spin multiplicity is 1. For the relative energy (zero: lowest compared OMol25 entry of this formula, charge and spin), the calculation gives 0.0 kcal per mole. As for the net charge: -1. As for the total energy: -99864.4305 eV.

***

Entry 12:
Entry from OMol25: the molecule C5H8O4 (ωB97M-V/def2-TZVPD).

Geometry as XYZ:
```
17
C5H8O4 ωB97M-V/def2-TZVPD
C 0.229 0.318 -1.990
C 0.363 0.575 -0.522
O 0.829 1.809 -0.164
O 1.339 -0.301 0.269
C -0.080 -0.330 0.559
C -0.813 -1.596 0.186
C -0.500 0.215 1.936
O -1.332 -0.348 2.593
O 0.011 1.380 2.320
H -0.597 0.925 -2.363
H 0.063 -0.733 -2.202
H 1.141 0.624 -2.501
H 1.817 1.402 -0.036
H -0.206 -2.216 -0.467
H -1.074 -2.145 1.087
H -1.749 -1.356 -0.317
H 0.558 1.777 1.611
```

Its spin multiplicity is 1. For the relative energy (zero: lowest compared OMol25 entry of this formula, charge and spin), the calculation gives 40.8 kcal per mole. Its SMILES is C[C@]1(O)O[C@@]1(C)C(=O)O. As for the total energy: -13503.3143 eV.

***

Entry 13:
Entry from OMol25: a structure of composition C58H47ClGeN4O3P2PdSTe (ωB97M-V/def2-TZVPD).

Geometry as XYZ:
```
119
C58H47ClGeN4O3P2PdSTe ωB97M-V/def2-TZVPD
Pd -0.386 0.318 -0.313
Te -1.947 -2.879 3.243
C -3.956 -2.617 3.962
C -4.184 -1.887 5.123
C -5.491 -1.681 5.541
N -6.553 -2.153 4.893
C -6.328 -2.861 3.789
C -5.059 -3.125 3.290
C -1.899 -1.101 2.083
P -0.486 -0.017 2.374
C -1.206 1.614 2.882
C -2.557 1.922 2.843
C -2.992 3.200 3.176
C -2.080 4.176 3.545
C -0.727 3.867 3.618
C -0.296 2.591 3.295
C 0.086 -0.348 4.097
C -0.756 -0.109 5.183
C -0.280 -0.246 6.473
C 1.043 -0.616 6.694
C 1.884 -0.856 5.622
C 1.405 -0.718 4.324
P -2.180 -1.089 0.298
C -3.704 -0.117 0.015
C -3.803 0.672 -1.126
C -4.983 1.355 -1.395
C -6.056 1.255 -0.522
C -5.947 0.494 0.636
C -4.771 -0.187 0.906
C -2.760 -2.774 -0.118
C -4.056 -3.093 -0.501
C -4.399 -4.415 -0.758
C -3.448 -5.418 -0.673
C -2.136 -5.100 -0.343
C -1.801 -3.789 -0.063
H -3.355 -1.484 5.691
H -5.703 -1.109 6.439
H -7.212 -3.232 3.279
H -4.938 -3.712 2.389
H -3.269 1.166 2.540
H -4.050 3.433 3.135
H -2.423 5.179 3.768
H -0.011 4.625 3.911
H 0.761 2.343 3.338
H -1.779 0.196 5.003
H -0.937 -0.049 7.312
H 1.416 -0.700 7.708
H 2.916 -1.137 5.791
H 2.055 -0.888 3.473
H -2.944 0.747 -1.785
H -5.071 1.974 -2.279
H -6.976 1.785 -0.735
H -6.778 0.426 1.329
H -4.665 -0.777 1.807
H -4.803 -2.317 -0.592
H -5.418 -4.658 -1.034
H -3.720 -6.445 -0.884
H -1.380 -5.874 -0.304
H -0.778 -3.526 0.185
Cl -0.342 3.326 -1.352
C -0.819 2.424 0.064
H -1.859 2.639 0.283
H -0.161 2.739 0.861
C 0.583 3.619 -5.410
C -0.655 3.086 -5.076
C -0.722 1.945 -4.294
C 0.433 1.298 -3.848
C 1.664 1.839 -4.206
C 1.741 2.993 -4.974
Ge 0.245 -0.264 -2.632
C -1.168 -1.338 -3.548
C -1.709 -1.004 -4.789
C -2.722 -1.767 -5.354
C -3.193 -2.898 -4.702
C -2.631 -3.274 -3.491
C -1.635 -2.492 -2.927
C 1.894 -1.304 -3.036
C 1.811 -2.498 -3.749
C 2.961 -3.166 -4.145
C 4.212 -2.655 -3.830
C 4.311 -1.474 -3.109
C 3.158 -0.812 -2.713
H 0.644 4.526 -5.998
H -1.567 3.577 -5.392
H -1.692 1.568 -3.990
H 2.582 1.366 -3.885
H 2.709 3.407 -5.226
H -1.329 -0.148 -5.331
H -3.144 -1.478 -6.309
H -3.991 -3.483 -5.143
H -2.972 -4.169 -2.985
H -1.186 -2.797 -1.993
H 0.837 -2.894 -4.014
H 2.880 -4.089 -4.705
H 5.107 -3.171 -4.154
H 5.282 -1.063 -2.861
H 3.250 0.115 -2.160
O 10.189 2.751 -0.712
S 8.974 2.519 -1.464
O 8.029 3.617 -1.449
O 9.153 1.877 -2.758
C 8.121 1.151 -0.583
N 8.874 0.133 -0.167
C 8.226 -0.895 0.359
C 6.843 -0.935 0.471
C 6.148 0.172 0.002
N 6.802 1.210 -0.521
C 4.676 0.299 0.039
C 4.090 1.537 -0.227
C 2.713 1.651 -0.204
N 1.906 0.622 0.067
C 2.463 -0.569 0.301
C 3.827 -0.775 0.302
H 8.842 -1.721 0.701
H 6.351 -1.794 0.908
H 4.723 2.382 -0.460
H 2.224 2.597 -0.410
H 1.776 -1.383 0.504
H 4.212 -1.769 0.478
```

Its spin multiplicity is 2. For the relative energy (zero: lowest compared OMol25 entry of this formula, charge and spin), the calculation gives 61.8 kcal per mole. As for the net charge: -1. As for the expectation value of S²: 0.7619. As for the total energy: -182235.2755 eV.